Entry 1:
The following is a DFT calculation (ωB97M-V with the def2-TZVPD basis set) of an isolated molecule of C3H6N2OS2.

Each line ends with the Mulliken charge.
Positions of all 14 atoms, in Å:
H (1.95799, 2.99608, -0.20902)  0.311
N (0.98267, 3.13414, -0.42866)  -0.625
C (0.33850, 2.06567, -0.33842)  0.010
N (0.88480, 0.80819, 0.01897)  0.070
O (2.24058, 0.87866, 0.27448)  -0.371
C (0.25550, -0.39168, 0.12937)  0.458
S (1.10392, -1.75149, 0.56723)  -0.445
S (-1.47038, -0.35718, -0.21950)  -0.033
C (-1.92978, -2.07940, 0.03010)  -0.964
H (-0.71600, 2.01742, -0.52643)  0.317
H (2.48379, -0.02378, 0.48424)  0.254
H (-2.96295, -2.12615, -0.18199)  0.368
H (-1.41434, -2.73530, -0.66920)  0.334
H (-1.75429, -2.43518, 1.06881)  0.318

Cartesian forces, eV/Å:
0.404 -0.022 0.064
-0.267 0.287 -0.089
0.330 -0.605 0.195
-0.067 0.013 -0.018
-0.424 1.106 -0.290
0.260 0.061 0.060
-0.137 0.255 -0.088
0.086 -0.161 0.109
1.217 -0.402 0.770
-0.432 0.000 -0.100
0.171 -1.181 0.254
-1.254 0.097 -0.211
0.128 0.121 0.062
-0.016 0.433 -0.718

Properties
Structure (SMILES): [H]/N=C\N(O)C(=S)SC
Kohn-Sham gap in eV: 9.157
Highest occupied orbital energy in eV: -9.23
ΔE to the lowest compared entry with this formula, charge and spin in eV: 2.736
Calculated total energy in eV: -29904.5882
Charge: 0
Molar mass in g/mol: 150.2

***

Entry 2:
The following is a DFT calculation (ωB97M-V with the def2-TZVPD basis set) of an isolated molecule of C3H6N2OS2.

Each line ends with the Mulliken charge.
Positions of all 14 atoms, in Å:
C (0.28954, -1.91038, 0.26540)  -0.790
N (-0.33390, -0.63592, 0.45732)  0.251
C (-1.59108, -0.36449, 0.86035)  -0.084
S (-2.24786, 1.09517, 1.16541)  -0.321
O (0.53032, 0.43697, 0.38901)  -0.353
C (0.57258, 1.08250, -0.82543)  0.421
N (1.16289, 2.27430, -0.61990)  -0.361
S (0.06584, 0.47222, -2.25878)  -0.330
H (1.07467, -2.05823, 1.01738)  0.297
H (0.66626, -1.96701, -0.73881)  0.276
H (-0.47557, -2.66070, 0.41293)  0.293
H (-2.15749, -1.27980, 0.95035)  0.232
H (1.21302, 2.61612, 0.32113)  0.234
H (1.23078, 2.89925, -1.39636)  0.235

Cartesian forces, eV/Å:
0.005 -0.138 0.618
-0.656 0.827 0.138
0.585 -0.003 -0.191
0.062 -0.008 -0.036
0.081 -0.012 0.048
0.074 0.259 -0.134
-0.240 -0.729 -0.035
0.023 0.053 0.225
-0.045 0.011 -0.260
0.315 -0.129 -0.408
-0.117 -0.213 -0.027
-0.150 -0.255 0.037
0.038 0.180 0.163
0.026 0.158 -0.137

Properties
Structure (SMILES): CN(C=S)OC(N)=S
Kohn-Sham gap in eV: 9.276
Highest occupied orbital energy in eV: -8.58
ΔE to the lowest compared entry with this formula, charge and spin in eV: 2.473
Calculated total energy in eV: -29904.8519
Charge: 0
Molar mass in g/mol: 150.2

***

Entry 3:
The following is a DFT calculation (ωB97M-V with the def2-TZVPD basis set) of a cluster of 2 separate species, C3H6N2OS3 in total.

Each line ends with the Mulliken charge.
Positions of all 15 atoms, in Å:
O (-2.11041, -0.18603, -0.68027)  -0.522
C (-1.24879, -1.24040, -0.32414)  -0.586
C (0.14613, -0.78557, 0.05627)  0.618
N (0.43585, -0.67032, 1.29818)  -0.665
N (1.74246, -0.29799, 1.38885)  0.129
C (2.49489, -0.16219, 0.26919)  0.246
S (4.02143, 0.34348, 0.16121)  -0.371
S (1.44693, -0.51308, -1.18149)  -0.037
H (-1.71016, 0.29633, -1.45368)  0.353
H (-1.81341, -1.64655, 0.49082)  0.281
H (-1.11198, -2.03077, -1.12053)  0.262
H (2.25874, 0.03812, 2.26048)  0.272
S (-1.53349, 2.62358, -0.95946)  -0.374
H (-2.38508, 1.91264, -0.18075)  0.230
H (-0.63312, 2.31875, -0.02466)  0.163

Cartesian forces, eV/Å:
0.788 0.305 -1.821
0.219 -0.498 -0.971
-0.992 -0.661 -0.564
0.762 0.516 -0.482
2.121 0.819 1.038
-1.034 0.051 -1.287
0.902 0.168 0.174
-0.579 -0.065 2.916
-0.683 -0.449 1.020
0.534 -0.741 0.775
-0.458 0.756 0.549
-1.676 -0.962 -1.278
-0.282 0.230 0.490
-0.118 0.392 -0.484
0.497 0.139 -0.076

Properties
Structure (SMILES): OCc1n[nH]c(=S)s1.S
Kohn-Sham gap in eV: 8.896
Highest occupied orbital energy in eV: -8.75
ΔE to the lowest compared entry with this formula, charge and spin in eV: 0.000
Calculated total energy in eV: -40740.2205
Charge: 0
Molar mass in g/mol: 182.3

***

Entry 4:
The following is a DFT calculation (ωB97M-V with the def2-TZVPD basis set) of an isolated molecule of C3H6N2S.

Each line ends with the Mulliken charge.
Positions of all 12 atoms, in Å:
C (1.07764, 1.64690, -0.27132)  -0.718
C (0.29070, 0.75863, 0.37234)  -0.186
C (0.50744, -0.72594, 0.18316)  0.251
S (2.04414, -1.41687, 0.03456)  -0.351
N (-0.52899, -1.45420, -0.16614)  0.064
N (-1.78467, -0.90463, -0.13602)  -0.733
H (1.73512, 1.36521, -1.08958)  0.253
H (1.10800, 2.64685, -0.01119)  0.313
H (-0.44414, 1.11613, 1.15659)  0.249
H (-0.36299, -2.45220, -0.25256)  0.205
H (-1.70463, -0.04273, -0.69718)  0.357
H (-1.93762, -0.53714, 0.87732)  0.296

Cartesian forces, eV/Å:
-0.663 -2.447 -0.013
0.631 0.477 0.671
2.462 0.527 -1.454
-0.795 0.601 0.582
0.361 -0.549 0.728
-1.563 1.496 1.809
0.020 -0.314 0.353
-0.405 1.954 0.421
1.012 -0.497 -0.926
-0.533 0.198 -0.140
-0.458 -0.532 0.184
-0.070 -0.914 -2.214

Properties
Structure (SMILES): C=CC(=S)NN
Kohn-Sham gap in eV: 8.390
Highest occupied orbital energy in eV: -8.30
ΔE to the lowest compared entry with this formula, charge and spin in eV: 2.504
Calculated total energy in eV: -17021.5374
Charge: 0
Molar mass in g/mol: 102.2

***

Entry 5:
The following is a DFT calculation (ωB97M-V with the def2-TZVPD basis set) of an isolated molecule of C3H6N2S.

Each line ends with the Mulliken charge.
Positions of all 12 atoms, in Å:
C (0.28838, 1.96417, -0.59881)  -0.810
C (-0.94755, 1.39373, -0.58818)  -0.058
N (-1.46963, 0.41767, 0.23809)  -0.336
C (-0.59313, -0.16387, 1.21515)  0.062
N (0.42318, -0.84999, 0.99178)  -0.346
S (1.07578, -1.44470, -0.51405)  -0.111
H (0.90029, 1.35256, 0.19174)  0.286
H (0.62580, 2.72034, -1.30085)  0.266
H (-1.75017, 1.90554, -1.23211)  0.281
H (-2.19939, 0.92442, 0.80308)  0.330
H (-0.62490, 0.36196, 2.34642)  0.235
H (0.67488, -0.28764, -1.36154)  0.200

Cartesian forces, eV/Å:
-0.649 -3.483 2.114
0.066 3.871 -2.547
-0.911 0.144 2.632
0.237 2.647 1.519
1.374 -1.408 -0.224
-1.679 2.654 -0.300
-0.052 2.042 -1.792
-0.034 -0.252 0.378
1.067 -1.122 0.837
0.430 -1.080 -1.006
-0.469 -1.891 -2.807
0.619 -2.123 1.197

Properties
Structure (SMILES): C=CN/C=N\S
Kohn-Sham gap in eV: 9.498
Highest occupied orbital energy in eV: -8.84
ΔE to the lowest compared entry with this formula, charge and spin in eV: 3.442
Calculated total energy in eV: -17020.5990
Charge: 0
Molar mass in g/mol: 102.2

***

Entry 6:
The following is a DFT calculation (ωB97M-V with the def2-TZVPD basis set) of an isolated molecule of C3H6N2S.

Each line ends with the Mulliken charge.
Positions of all 12 atoms, in Å:
N (-1.36728, -0.75556, 0.70548)  -0.389
C (-0.14817, -1.00640, 0.07189)  -0.310
C (1.03747, -0.37816, -0.21614)  -0.280
C (1.26554, 1.04932, 0.17214)  0.004
N (0.52988, 2.12274, -0.07764)  -0.381
S (-0.53791, 1.86362, -1.52813)  -0.180
H (-1.56645, 0.28838, 1.02548)  0.260
H (-1.89446, -1.36476, 1.36673)  0.245
H (-0.20166, -2.10500, -0.28661)  0.258
H (1.71900, -1.27569, -0.69159)  0.167
H (1.84875, 1.13601, 1.03524)  0.378
H (-0.68472, 0.42550, -1.57684)  0.229

Cartesian forces, eV/Å:
-0.720 4.357 1.263
-0.279 -3.320 0.214
-0.725 -2.410 -0.919
-2.522 0.735 -0.277
0.812 -3.495 -1.967
0.036 -0.920 1.051
0.846 -2.877 -1.035
1.381 0.090 -1.334
0.396 1.726 0.713
-1.025 3.347 1.103
1.416 0.551 1.134
0.382 2.218 0.054

Properties
Structure (SMILES): N/C=C\C=N/S
Kohn-Sham gap in eV: 9.243
Highest occupied orbital energy in eV: -8.73
ΔE to the lowest compared entry with this formula, charge and spin in eV: 3.565
Calculated total energy in eV: -17020.4761
Charge: 0
Molar mass in g/mol: 102.2

***

Entry 7:
The following is a DFT calculation (ωB97M-V with the def2-TZVPD basis set) of a cluster of 2 separate species, C3H6N2S in total.

Each line ends with the Mulliken charge.
Positions of all 12 atoms, in Å:
C (-1.61852, -0.83277, -0.26655)  -0.035
C (-0.39431, -1.32137, -0.91339)  -0.343
C (0.99829, -1.11415, -0.45091)  0.044
H (-0.86492, -0.28192, 1.74944)  0.312
H (-2.81387, 1.02130, 1.34301)  0.286
H (-2.74057, -0.94493, -0.72716)  0.250
H (-0.64732, -2.06842, -1.84213)  0.183
H (1.63304, -2.04448, -0.76104)  0.273
H (-0.06580, 1.30723, -0.77903)  0.179
N (-1.58306, -0.12238, 0.94131)  -0.544
N (1.55691, -0.00174, -0.15879)  -0.458
S (0.73561, 1.46811, 0.33277)  -0.146

Cartesian forces, eV/Å:
0.811 0.274 -0.580
-4.574 -0.452 0.096
-0.778 -0.749 -2.446
-2.010 0.716 -2.343
3.613 -3.527 -1.159
3.223 0.177 0.953
0.982 1.813 2.596
-0.491 1.961 0.857
-0.223 0.677 0.875
-2.025 0.891 1.414
1.087 -0.164 2.101
0.386 -1.616 -2.364

Properties
Kohn-Sham gap in eV: 6.811
Highest occupied orbital energy in eV: -8.21
ΔE to the lowest compared entry with this formula, charge and spin in eV: 7.274
Calculated total energy in eV: -17016.7671
Charge: 0
Molar mass in g/mol: 102.2

***

Entry 8:
The following is a DFT calculation (ωB97M-V with the def2-TZVPD basis set) of a cluster of 2 separate species, C3H6N2S in total.

Each line ends with the Mulliken charge.
Positions of all 12 atoms, in Å:
C (-1.11664, -1.95150, 1.60205)  -0.126
C (-0.12466, 1.51225, 0.52125)  0.374
C (0.05762, 1.03594, -0.82182)  -0.098
N (-0.49012, -1.27476, 0.92983)  -0.276
N (0.91610, -0.16109, -0.91244)  -0.254
S (-0.32989, 2.16606, 1.85444)  0.077
H (-1.70562, -2.57892, 2.22272)  0.415
H (0.45569, 1.86844, -1.42872)  0.424
H (-0.93873, 0.79211, -1.23166)  0.338
H (0.49242, -0.85765, -0.17828)  0.362
H (1.90496, 0.03323, -0.70714)  0.389
H (0.87885, -0.58411, -1.85022)  0.375

Cartesian forces, eV/Å:
0.274 0.258 -0.323
-0.270 1.297 2.344
-0.210 0.080 -1.219
-0.391 -0.447 0.509
0.385 -0.496 0.074
0.250 -0.785 -1.649
-0.335 -0.395 0.382
-0.058 -0.145 0.158
0.177 0.083 0.127
0.389 0.401 -0.494
-0.162 -0.033 -0.021
-0.050 0.182 0.112

Properties
Kohn-Sham gap in eV: 10.902
Highest occupied orbital energy in eV: -21.74
ΔE to the lowest compared entry with this formula, charge and spin in eV: 0.000
Calculated total energy in eV: -17003.2433
Charge: +2
Molar mass in g/mol: 102.2

***

Entry 9:
The following is a DFT calculation (ωB97M-V with the def2-TZVPD basis set) of an isolated molecule of C3H6N2S2.

Each line ends with the Mulliken charge.
Positions of all 13 atoms, in Å:
C (0.47543, 1.77511, 0.33230)  -0.910
C (-0.50439, 1.01659, -0.19092)  0.089
N (-0.74635, -0.35472, 0.02595)  -0.090
S (-2.33331, -0.94992, -0.23542)  -0.159
C (0.09777, -1.13658, 0.84075)  0.020
N (1.31572, -1.41618, 0.70481)  -0.363
S (2.32433, -0.83832, -0.51591)  -0.115
H (0.51695, 2.76628, 0.05396)  0.269
H (1.17477, 1.35671, 0.98301)  0.305
H (-1.20587, 1.58474, -0.76024)  0.377
H (-2.11773, -1.51613, -1.41692)  0.137
H (-0.49061, -1.59492, 1.73735)  0.303
H (1.49329, -0.69267, -1.55871)  0.135

Cartesian forces, eV/Å:
-1.549 -2.582 -0.520
0.941 1.026 0.838
-0.161 0.449 -0.496
0.274 0.414 0.498
-1.794 -0.901 1.594
0.357 0.364 0.093
0.269 -0.383 0.054
0.144 1.937 -0.393
1.216 -0.350 0.910
-0.731 -0.517 -0.673
0.094 -0.262 -0.357
1.266 0.583 -1.567
-0.327 0.222 0.021

Properties
Structure (SMILES): C=CN(S)/C=N\S
Kohn-Sham gap in eV: 9.369
Highest occupied orbital energy in eV: -8.84
ΔE to the lowest compared entry with this formula, charge and spin in eV: 2.559
Calculated total energy in eV: -27856.5375
Charge: 0
Molar mass in g/mol: 134.2